130
Properties=species:S:1:pos:R:3:forces:R:3:lowdin_charge:R:1 method="wB97M-V/def2-TZVPD" energy_ha=-3951.3091 total_charge=-1 homo_lumo_gap_ev=4.80 lumo_ev=-0.232 homo_ev=-5.03
C 8.362 -1.301 3.399 0.49 -0.13 0.20 -0.095
C 9.692 -1.624 2.697 -0.77 -0.06 -0.16 -0.245
C 9.473 -1.765 1.173 0.49 -0.23 0.18 -0.207
C 10.552 -1.100 0.304 0.16 -0.27 0.48 -0.216
C 10.714 0.402 0.516 -0.45 0.31 -0.57 -0.211
C 9.599 1.245 -0.164 0.72 0.40 0.45 -0.201
C 8.672 1.881 0.880 -0.38 -0.80 -0.55 -0.205
C 7.268 2.247 0.347 0.21 0.56 1.15 -0.208
C 6.168 1.534 1.158 0.23 0.66 -0.81 -0.227
C 4.798 2.207 0.952 0.05 -0.87 0.21 -0.201
C 3.640 1.208 1.222 0.47 0.24 0.70 -0.198
C 2.804 1.571 2.484 -0.31 -0.06 -1.33 -0.208
C 1.444 2.155 2.028 0.80 -0.81 0.53 -0.213
C 0.488 1.035 1.562 -0.43 0.87 -0.14 -0.227
C -0.964 1.267 2.014 0.48 -0.62 -0.12 -0.274
C -1.988 0.418 1.238 -0.21 0.67 1.06 -0.232
B -3.371 0.394 2.128 -0.02 0.40 -0.44 -0.492
C -4.602 -0.385 1.434 -0.36 -0.44 0.31 -0.187
C -4.932 -0.275 0.075 0.59 0.46 -0.47 -0.072
C -6.007 -0.904 -0.525 0.18 0.17 0.65 -0.188
N -6.844 -1.684 0.167 0.08 0.02 -0.50 0.013
C -6.534 -1.820 1.448 -0.55 -0.52 1.12 -0.213
C -5.484 -1.231 2.134 0.41 0.50 -0.84 -0.064
H 7.734 -2.192 3.444 -0.01 0.00 0.01 0.065
H 7.799 -0.534 2.869 0.06 0.12 0.09 0.043
H 8.569 -0.971 4.419 -0.27 0.03 0.03 0.071
H 10.449 -0.878 2.940 -0.06 0.10 -0.09 0.092
H 10.045 -2.569 3.117 0.19 0.03 -0.11 0.081
H 8.476 -1.400 0.913 0.05 0.11 -0.05 0.102
H 9.484 -2.835 0.948 -0.20 0.04 -0.17 0.099
H 11.504 -1.594 0.534 -0.01 -0.01 -0.02 0.107
H 10.336 -1.331 -0.743 0.07 0.17 -0.06 0.106
H 10.696 0.653 1.578 0.14 -0.14 0.04 0.091
H 11.682 0.746 0.144 0.06 -0.21 -0.02 0.101
H 9.040 0.661 -0.898 -0.08 -0.13 0.16 0.106
H 10.109 2.032 -0.728 -0.26 0.06 -0.14 0.102
H 8.529 1.131 1.664 0.04 0.02 0.03 0.075
H 9.170 2.717 1.376 -0.02 0.09 -0.14 0.114
H 7.119 3.320 0.515 -0.05 0.03 -0.28 0.105
H 7.159 2.066 -0.723 0.03 -0.08 0.00 0.108
H 6.139 0.489 0.837 -0.06 -0.07 0.17 0.106
H 6.467 1.579 2.208 -0.17 -0.21 0.07 0.110
H 4.720 3.025 1.671 0.00 0.23 -0.25 0.102
H 4.782 2.621 -0.058 -0.21 0.02 0.00 0.103
H 2.984 1.100 0.359 -0.01 0.01 0.00 0.101
H 4.106 0.236 1.401 -0.10 -0.08 -0.19 0.091
H 3.354 2.295 3.089 0.04 -0.17 0.17 0.094
H 2.638 0.642 3.030 -0.08 0.24 0.40 0.098
H 1.668 2.810 1.181 -0.25 0.35 0.19 0.105
H 1.033 2.726 2.862 -0.30 0.05 -0.18 0.101
H 0.483 1.022 0.467 0.10 -0.25 0.00 0.101
H 0.826 0.058 1.917 0.03 -0.02 -0.05 0.106
H -1.199 2.332 1.921 -0.11 -0.02 -0.06 0.105
H -1.019 1.030 3.082 -0.08 0.10 0.02 0.099
H -1.608 -0.603 1.117 0.11 0.08 -0.32 0.086
H -2.123 0.937 0.281 -0.01 -0.48 -0.25 0.078
H -3.722 1.576 2.246 -0.14 0.08 0.04 0.065
H -3.136 -0.014 3.259 -0.08 -0.26 0.06 0.056
H -4.298 0.350 -0.551 -0.04 0.00 -0.02 0.093
H -6.201 -0.735 -1.581 -0.13 -0.15 -0.02 0.083
H -7.203 -2.457 2.030 -0.06 -0.04 -0.16 0.084
H -5.328 -1.403 3.192 -0.12 -0.11 0.02 0.090
C -4.301 1.882 -8.273 -0.03 0.12 -0.22 -0.108
O -5.113 1.548 -7.136 2.37 0.72 1.45 -0.225
P -4.649 0.258 -6.233 -4.26 -4.15 -0.79 0.512
O -4.577 -0.839 -7.237 0.71 0.59 -0.02 -0.260
O -6.023 0.296 -5.390 0.15 -0.19 0.15 -0.252
C -7.245 -0.041 -6.041 -0.21 0.25 -0.15 -0.108
O -3.782 -0.258 -4.978 1.07 2.94 -0.46 -0.245
C -4.016 -1.602 -4.552 0.07 -0.65 0.14 -0.093
H -4.451 2.938 -8.493 -0.04 -0.01 0.12 0.083
H -3.245 1.710 -8.077 0.02 -0.02 -0.08 0.083
H -4.615 1.288 -9.130 0.03 -0.12 0.07 0.087
H -7.080 -0.723 -6.877 0.11 0.03 0.00 0.085
H -7.741 0.861 -6.398 -0.02 -0.01 -0.03 0.075
H -7.889 -0.530 -5.311 0.08 0.05 0.10 0.089
H -3.473 -2.294 -5.193 -0.08 0.07 -0.14 0.086
H -5.077 -1.844 -4.552 -0.01 0.11 -0.08 0.087
H -3.637 -1.693 -3.536 0.01 0.27 -0.01 0.095
C -10.335 3.263 -10.147 0.04 0.19 -0.21 -0.100
O -11.258 2.877 -9.112 2.39 -0.15 1.62 -0.220
P -11.122 1.362 -8.510 -5.08 -2.91 -1.82 0.513
O -11.243 0.503 -9.720 0.87 0.39 0.11 -0.256
O -12.509 1.506 -7.693 0.15 -0.19 0.18 -0.256
C -13.731 1.576 -8.421 -0.13 0.29 -0.07 -0.108
O -10.448 0.421 -7.389 1.70 2.70 0.25 -0.256
C -10.963 -0.902 -7.243 -0.05 -0.54 -0.06 -0.092
H -10.250 4.348 -10.132 -0.06 -0.02 0.12 0.085
H -9.350 2.830 -9.987 0.02 -0.01 -0.07 0.083
H -10.722 2.945 -11.113 0.00 -0.13 0.05 0.089
H -13.651 1.067 -9.382 0.10 0.00 0.01 0.083
H -14.014 2.617 -8.580 0.00 0.01 -0.03 0.083
H -14.499 1.088 -7.824 0.06 0.00 0.07 0.086
H -10.541 -1.551 -8.008 -0.06 0.09 -0.10 0.091
H -12.050 -0.916 -7.295 0.02 0.11 -0.06 0.086
H -10.649 -1.255 -6.263 0.05 0.18 0.02 0.092
C 4.504 -6.709 1.273 -0.28 -0.13 -0.11 -0.100
O 5.054 -6.176 2.490 0.38 2.53 -1.91 -0.230
P 6.678 -5.885 2.540 2.15 -5.33 5.13 0.600
O 7.187 -7.249 2.189 -0.25 0.64 -1.14 -0.259
O 6.553 -5.647 4.144 0.12 0.20 0.14 -0.277
C 6.130 -6.727 4.971 -0.43 0.04 0.05 -0.111
O 8.077 -5.023 2.558 -1.94 2.27 -2.06 -0.286
C 9.192 -5.635 3.194 0.39 -0.32 0.03 -0.106
H 3.450 -6.440 1.236 0.04 0.09 0.09 0.088
H 5.002 -6.301 0.396 -0.01 -0.08 -0.04 0.083
H 4.601 -7.793 1.278 0.15 0.02 0.03 0.089
H 6.384 -7.691 4.527 0.01 0.04 -0.09 0.085
H 5.055 -6.674 5.141 -0.01 -0.05 0.01 0.085
H 6.643 -6.630 5.926 0.03 0.09 -0.03 0.087
H 9.658 -6.352 2.521 -0.11 -0.08 0.02 0.088
H 8.905 -6.126 4.123 -0.08 0.00 -0.05 0.087
H 9.903 -4.841 3.417 -0.15 0.11 -0.06 0.078
C -4.342 2.656 5.029 -0.18 -0.21 -0.23 -0.080
O -4.050 3.293 6.303 0.35 2.38 -1.58 -0.225
P -2.553 3.879 6.538 2.06 -3.62 4.02 0.514
O -1.667 2.710 6.310 -0.14 0.46 -0.61 -0.249
O -2.862 4.165 8.108 0.31 0.27 0.02 -0.269
C -3.030 3.051 8.975 -0.28 -0.10 0.04 -0.118
O -1.576 5.171 6.411 -2.47 0.85 -1.62 -0.255
C -0.329 5.082 7.088 0.49 -0.10 0.04 -0.116
H -5.415 2.722 4.864 0.01 0.12 0.11 0.086
H -3.829 3.151 4.210 0.05 -0.13 -0.06 0.074
H -4.052 1.610 5.060 0.22 0.07 0.01 0.082
H -2.485 2.178 8.612 -0.01 0.04 -0.08 0.084
H -4.088 2.806 9.072 0.00 -0.04 -0.02 0.082
H -2.640 3.330 9.954 0.00 0.08 -0.03 0.082
H 0.376 4.503 6.495 -0.08 -0.11 0.03 0.087
H -0.440 4.639 8.076 -0.08 -0.04 -0.05 0.083
H 0.047 6.100 7.196 -0.16 0.03 -0.07 0.087